# C50H52N4O3PZn

C50H52N4O3PZn as an isolated structure (ωB97M-V/def2-TZVPD, the OMol25 dataset).

Structure (XYZ):
```
111
Properties=species:S:1:pos:R:3:mulliken_charge:R:1
Zn 0.03959 1.63403 0.05262 -0.98
C -0.39422 3.17216 -1.55682 0.12
C -1.27763 3.24359 -0.40507 1.64
C -2.41481 2.43516 -0.70468 0.08
C -2.25681 1.92107 -1.99817 1.16
C -1.04498 2.39526 -2.53638 0.40
C -0.61002 2.19076 -3.95342 -0.94
C -3.20826 1.01275 -2.71594 -1.52
C -3.64205 2.29328 0.14855 -1.99
C -1.27356 4.40413 0.54889 -1.72
C 0.79733 4.06158 -1.80963 -1.60
H -1.43304 2.44301 -4.63004 0.34
H -0.33771 1.16284 -4.19452 -0.01
H 0.23997 2.82246 -4.21265 0.34
H -3.63968 1.50563 -3.59365 0.32
H -4.03248 0.70488 -2.07068 0.41
H -2.71324 0.10427 -3.06798 0.12
H -3.91281 1.24997 0.33016 0.20
H -4.50717 2.76115 -0.33133 0.50
H -3.51244 2.77203 1.12116 0.23
H -1.73592 5.28106 0.07834 0.32
H -0.26666 4.69643 0.85215 0.38
H -1.83973 4.19548 1.45188 0.38
H 1.69876 3.50102 -2.06869 0.33
H 1.03134 4.67460 -0.93739 0.37
H 0.60335 4.74480 -2.64225 0.40
C 2.28874 2.17015 6.93504 -0.78
O 0.98235 1.59651 6.99707 -0.58
C 0.91418 0.28895 6.56616 1.08
C 0.79111 -0.73625 7.48274 -0.48
C 0.67285 -2.04972 7.04682 -0.55
C 0.67071 -2.31447 5.68720 -1.52
C 0.77837 -1.28675 4.76001 0.18
C 0.90248 0.03085 5.18945 -0.29
N 0.98990 1.14937 4.34055 -0.03
C 0.88195 1.06442 2.94873 -0.39
N 1.81461 0.27486 2.40189 -0.13
C 1.74009 -0.47702 1.19762 1.84
C 1.08135 -0.04822 0.05089 -0.75
C 1.12559 -0.92944 -1.06742 -0.17
C 1.71263 -2.19541 -0.93454 -0.34
C 2.35145 -2.57839 0.23097 -1.25
C 2.39549 -1.71121 1.29946 1.36
O 3.06442 -1.95786 2.49575 -0.46
C 3.30022 -3.30900 2.81549 -1.07
N -0.01792 1.69157 2.25410 0.56
C -1.06381 2.28625 3.02064 -0.18
C -0.89819 3.57920 3.52188 0.14
C -1.85330 4.19849 4.30485 -0.93
C -3.02640 3.51086 4.59872 -0.69
C -3.20920 2.23239 4.11316 -0.81
C -2.23952 1.59869 3.32976 0.16
O -2.54460 0.32365 2.99381 -0.54
C -1.87218 -0.36705 1.94300 1.03
H 2.77153 2.09308 7.91188 0.30
H 2.18350 3.22036 6.66577 0.26
H 2.90448 1.66974 6.18689 0.29
H 0.78437 -0.48484 8.53563 0.46
H 0.57657 -2.85377 7.76397 0.40
H 0.56873 -3.33139 5.33085 0.44
H 0.75418 -1.51651 3.70318 0.48
H 0.54862 1.96501 4.74379 0.62
H 2.48917 -0.09536 3.05428 0.48
H 0.28075 0.41920 -2.28705 -1.33
H 1.68675 -2.88745 -1.75909 0.51
H 2.81035 -3.55658 0.28227 0.35
H 3.72279 -3.32221 3.81841 0.28
H 4.01142 -3.77283 2.12691 0.34
H 2.36815 -3.88363 2.79943 0.41
H 0.01581 4.09837 3.25598 0.55
H -1.68978 5.20305 4.67160 0.47
H -3.79668 3.96989 5.20499 0.40
H -4.10877 1.67192 4.33163 0.48
H -2.45032 -1.27488 1.78870 0.34
H -0.84862 -0.62851 2.20885 -0.55
H -1.87180 0.21328 1.01922 -0.65
N 0.63148 -0.53164 -2.28118 1.25
P 0.09513 -1.37807 -3.74403 0.38
C 1.66493 -0.52769 -4.72601 -0.23
C 1.57012 -0.63949 -6.11570 -0.49
C 2.39892 0.05785 -6.97945 -0.70
C 3.35779 0.93032 -6.46952 -0.46
C 3.47564 1.06681 -5.09513 -0.68
C 2.64506 0.34022 -4.24291 0.46
C -1.49284 -2.12819 -2.67719 -0.07
C -2.57659 -2.40548 -3.51814 0.36
C -3.85839 -2.65674 -3.05000 -0.89
C -4.11851 -2.60228 -1.68558 -0.83
C -3.07525 -2.30419 -0.82152 -0.55
C -1.79019 -2.07816 -1.31098 0.06
C 0.90123 -3.04955 -3.96369 0.10
C 0.13838 -4.21399 -4.10013 -0.63
C 0.72526 -5.44240 -4.36558 -0.70
C 2.10476 -5.55633 -4.47506 -0.46
C 2.88339 -4.42092 -4.31574 -0.89
C 2.28825 -3.19037 -4.06904 0.20
H 0.79836 -1.28978 -6.52910 0.26
H 2.29618 -0.06457 -8.05302 0.36
H 3.99859 1.49469 -7.13720 0.35
H 4.21608 1.74423 -4.68047 0.39
H 2.77378 0.44994 -3.16945 0.17
H -2.40662 -2.38005 -4.59465 0.24
H -4.66170 -2.86926 -3.74799 0.35
H -5.11888 -2.77498 -1.30575 0.37
H -3.26252 -2.24846 0.24703 0.21
H -1.01016 -1.85873 -0.59008 0.18
H -0.93440 -4.16528 -3.99403 0.28
H 0.09683 -6.31814 -4.48043 0.40
H 2.56437 -6.51744 -4.67346 0.35
H 3.96332 -4.48673 -4.38178 0.40
H 2.91653 -2.31986 -3.93939 0.47
```

ΔE to the lowest compared entry with this formula, charge and spin = 20.2 kcal per mole
F_max = 0.58 eV/Å
HOMO energy = -3.11 eV
Net charge = -1
Electronic energy = -4501.893189 hartree
Orbital gap = 5.093 eV

=====

# C8H7CrO6

C8H7CrO6 as an isolated structure in a non-equilibrium geometry (ωB97M-V/def2-TZVPD, the OMol25 dataset).

Structure (XYZ):
```
22
Properties=species:S:1:pos:R:3:lowdin_spin:R:1
O -3.21490 -2.36342 -2.71486 0.05
C -2.34404 -1.65297 -2.51403 0.05
Cr -0.91346 -0.60271 -1.75774 2.54
O -0.36232 -3.57550 -2.52337 0.08
C -0.49006 -2.45497 -2.27970 0.10
C 0.95827 -0.08039 -1.27992 0.05
O 2.13684 -0.06901 -1.07039 0.05
C -1.84005 0.56695 -0.21045 0.36
O -1.93421 1.73187 0.03078 0.42
C -1.24203 0.59312 -3.09760 0.06
O -1.59574 1.12385 -4.05824 0.07
H -2.09041 -0.36910 0.35987 0.11
C 1.20833 1.89059 1.69820 0.00
C 0.78681 0.46704 1.78382 0.01
C 1.58882 -0.38402 2.72522 0.00
O -0.19582 0.06689 1.16199 0.03
H 1.68012 2.23330 2.59859 0.00
H 0.42794 2.57739 1.43584 0.00
H 1.97997 1.92508 0.91191 0.00
H 1.00121 -1.14739 3.18697 0.00
H 2.41939 -0.74902 2.11091 0.00
H 2.03535 0.27240 3.50219 0.00
```

2S+1 = 5
ΔE to the lowest compared entry with this formula, charge and spin = 15.1 kcal per mole
F_max = 7.42 eV/Å
Expectation value of S² = 6.06
HOMO energy (spin up / spin down) = -12.28 / -13.11 eV
Net charge = +1
Electronic energy = -1804.550051 hartree
Orbital gap (spin up / spin down) = 7.981 / 6.942 eV